(1)
9
Properties=species:S:1:pos:R:3 method="wB97M-V/def2-TZVPD" energy_ha=-780.77436 orbital_gap_ev="9.22 / 5.71" e_above_lowest_kj_mol=464.4 e_homo_ev="-9.80 / -8.41" largest_force_ev_per_a=3.4 total_charge=0
C 0.597 -0.893 -1.388
C 0.379 0.501 -1.628
C -0.612 0.390 1.891
N 0.086 -0.025 -0.438
O 0.649 -2.048 -1.593
O 0.350 1.344 -2.438
Cl 0.586 -0.634 2.336
H -1.619 -0.051 1.654
H -0.416 1.416 1.605


(2)
185
Properties=species:S:1:pos:R:3 method="wB97M-V/def2-TZVPD" energy_ha=-2704.45328 orbital_gap_ev=9.11 e_above_lowest_kj_mol=301.7 e_homo_ev=-16.41 largest_force_ev_per_a=5.1 total_charge=+4
O 1.704 -5.390 5.280
C 0.467 -5.009 5.030
O -0.211 -5.845 4.382
O 0.014 -3.926 5.496
H 1.488 -6.167 4.760
C 2.003 -0.544 0.852
C 2.163 -2.057 1.180
C 2.632 -2.363 2.618
C 3.826 -1.544 3.158
N 4.431 -2.132 4.501
C 3.583 -1.742 5.738
C 3.897 -0.336 6.145
C 5.207 -0.081 5.548
C 5.745 -1.370 4.883
C 4.658 -3.655 4.459
C 5.584 -4.196 3.313
C 5.264 -5.698 2.951
H 2.833 0.083 1.177
H 1.081 -0.267 1.363
H 1.887 -0.422 -0.225
H 2.954 -2.400 0.513
H 1.215 -2.552 0.968
H 2.838 -3.433 2.639
H 1.819 -2.111 3.298
H 3.467 -0.535 3.360
H 4.564 -1.482 2.359
H 3.895 -2.331 6.601
H 2.529 -1.957 5.561
H 4.026 -0.333 7.227
H 3.223 0.489 5.914
H 5.882 0.341 6.292
H 5.057 0.706 4.809
H 6.245 -2.058 5.566
H 6.549 -1.117 4.193
H 3.682 -4.138 4.512
H 5.062 -3.965 5.423
H 6.582 -3.874 3.610
H 5.404 -3.595 2.421
H 5.745 -6.012 2.025
H 4.195 -5.904 2.891
H 5.623 -6.317 3.774
C 1.075 -0.886 9.027
C -0.164 -1.820 8.849
C -1.380 -0.929 9.173
C -1.552 -0.298 10.643
N -3.007 0.373 10.799
C -3.205 1.492 9.694
C -4.176 0.895 8.678
C -5.093 0.130 9.580
C -4.221 -0.562 10.551
C -2.983 1.033 12.196
C -2.753 -0.033 13.283
C -3.463 0.427 14.605
H 2.043 -1.379 8.936
H 1.004 -0.386 9.993
H 0.989 -0.128 8.249
H -0.043 -2.611 9.590
H -0.226 -2.402 7.930
H -2.273 -1.522 8.978
H -1.505 -0.166 8.405
H -0.746 0.392 10.893
H -1.531 -1.077 11.405
H -3.594 2.357 10.231
H -2.216 1.700 9.284
H -4.785 1.528 8.033
H -3.651 0.369 7.881
H -5.790 0.821 10.054
H -5.717 -0.516 8.962
H -4.837 -0.832 11.409
H -3.789 -1.541 10.343
H -3.991 1.426 12.325
H -2.272 1.858 12.238
H -1.710 -0.188 13.560
H -3.096 -1.015 12.956
H -4.452 0.886 14.630
H -2.895 1.132 15.212
H -3.421 -0.479 15.209
C -0.252 0.333 5.182
C -1.304 0.081 4.086
C -1.521 -1.408 3.736
C -2.834 -1.604 2.899
N -3.318 -3.099 2.805
C -4.753 -3.321 2.295
C -5.164 -4.757 2.728
C -4.638 -4.620 4.129
C -3.422 -3.748 4.229
C -2.230 -3.955 2.054
C -1.715 -3.447 0.712
C -0.808 -4.500 0.089
H 0.742 0.210 4.752
H -0.320 -0.305 6.063
H -0.369 1.371 5.495
H -1.076 0.587 3.147
H -2.236 0.446 4.516
H -1.502 -1.987 4.660
H -0.680 -1.791 3.158
H -2.898 -1.263 1.865
H -3.628 -1.074 3.424
H -4.688 -3.370 1.208
H -5.416 -2.514 2.608
H -4.683 -5.437 2.025
H -6.248 -4.807 2.619
H -4.607 -5.641 4.510
H -5.331 -4.139 4.821
H -2.515 -4.264 4.546
H -3.631 -2.935 4.924
H -2.679 -4.946 1.975
H -1.424 -3.923 2.786
H -1.230 -2.477 0.816
H -2.625 -3.294 0.131
H 0.050 -4.712 0.727
H -0.453 -4.265 -0.914
H -1.299 -5.464 -0.045
C 3.849 -11.225 -0.611
C 2.937 -11.992 0.395
C 2.007 -10.972 1.044
C 1.060 -11.464 2.127
N 0.295 -10.343 2.888
C -0.832 -9.641 2.114
C -2.129 -9.522 3.003
C -1.759 -10.155 4.304
C -0.528 -11.092 3.993
C 1.314 -9.326 3.544
C 2.493 -10.071 4.360
C 3.548 -9.017 4.832
H 4.311 -10.294 -0.282
H 3.293 -10.896 -1.489
H 4.730 -11.795 -0.907
H 3.690 -12.357 1.094
H 2.270 -12.775 0.035
H 1.388 -10.504 0.279
H 2.622 -10.160 1.433
H 1.663 -11.941 2.900
H 0.385 -12.185 1.666
H -0.467 -8.665 1.794
H -1.206 -10.189 1.250
H -2.418 -8.478 3.129
H -2.971 -10.036 2.538
H -1.551 -9.364 5.024
H -2.560 -10.767 4.721
H 0.148 -11.258 4.832
H -0.854 -12.037 3.559
H 0.662 -8.709 4.162
H 1.746 -8.802 2.691
H 3.054 -10.772 3.741
H 2.183 -10.657 5.224
H 3.867 -8.385 4.004
H 4.514 -9.444 5.103
H 3.193 -8.448 5.692
C 1.405 -9.147 8.028
C 1.116 -7.744 7.469
C 0.009 -6.984 8.266
C -1.449 -7.409 7.847
N -2.502 -6.384 8.418
C -3.943 -6.681 7.839
C -4.656 -5.327 7.820
C -3.616 -4.256 8.201
C -2.284 -4.922 7.875
C -2.591 -6.410 9.968
C -2.408 -7.731 10.675
C -2.846 -7.480 12.149
H 2.451 -9.450 7.992
H 0.837 -9.861 7.431
H 1.235 -9.296 9.094
H 0.848 -7.814 6.415
H 1.948 -7.053 7.606
H 0.160 -5.969 7.897
H 0.166 -7.001 9.344
H -1.819 -8.325 8.307
H -1.674 -7.467 6.782
H -4.300 -7.480 8.489
H -3.922 -7.052 6.814
H -5.534 -5.338 8.466
H -5.067 -5.127 6.830
H -3.676 -4.024 9.265
H -3.729 -3.352 7.603
H -1.516 -4.576 8.568
H -2.056 -4.962 6.810
H -3.533 -5.967 10.289
H -1.838 -5.727 10.360
H -1.375 -8.077 10.664
H -2.928 -8.561 10.196
H -2.198 -6.665 12.471
H -2.598 -8.333 12.781
H -3.916 -7.299 12.256


(3)
102
Properties=species:S:1:pos:R:3 method="wB97M-V/def2-TZVPD" energy_ha=-1781.71403 orbital_gap_ev=10.62 e_above_lowest_kj_mol=231.2 e_homo_ev=-10.01 largest_force_ev_per_a=5.5 smiles=CC(C)O.CC(C)O.CCO.CCO.CCO.CCO.CCO.CCO.CO.CO.CO.CO total_charge=0
C 15.655 7.530 9.550
C 15.946 8.764 10.436
C 16.773 9.787 9.635
O 14.671 9.218 10.859
H 16.607 7.059 9.367
H 15.200 7.811 8.566
H 14.969 6.858 10.083
H 16.550 8.490 11.254
H 16.168 10.046 8.749
H 17.753 9.406 9.326
H 16.903 10.650 10.302
H 14.598 10.053 10.348
C 12.021 13.445 11.168
C 13.119 12.398 11.435
C 12.497 11.086 11.873
O 14.004 12.279 10.270
H 12.512 14.450 11.145
H 11.248 13.524 11.945
H 11.546 13.292 10.167
H 13.882 12.699 12.149
H 11.958 10.627 11.016
H 11.696 11.230 12.618
H 13.140 10.306 12.226
H 13.525 12.477 9.549
C 13.583 9.427 14.877
C 14.100 10.815 14.642
O 12.947 11.740 14.796
H 12.660 9.341 14.303
H 13.240 9.161 15.865
H 14.353 8.726 14.535
H 14.537 10.833 13.569
H 14.923 11.108 15.327
H 13.132 12.660 14.581
C 13.004 6.098 12.155
C 13.841 6.161 13.386
O 13.080 6.590 14.518
H 13.456 5.765 11.206
H 12.524 7.040 11.877
H 12.148 5.497 12.380
H 14.748 6.855 13.323
H 14.175 5.156 13.631
H 12.927 7.516 14.425
C 8.606 9.521 15.021
C 9.898 10.151 15.519
O 9.978 11.494 14.984
H 8.683 9.527 13.962
H 7.720 10.084 15.334
H 8.614 8.493 15.407
H 10.675 9.562 15.107
H 9.901 10.113 16.614
H 10.871 11.716 15.013
C 12.941 15.136 16.085
C 14.240 14.889 15.305
O 13.926 14.336 14.057
H 12.566 14.190 16.347
H 12.261 15.651 15.385
H 13.228 15.779 16.847
H 14.960 14.233 15.765
H 14.813 15.817 15.228
H 14.791 13.980 13.777
C 8.429 13.851 12.715
C 8.360 13.591 11.217
O 9.098 14.536 10.424
H 7.674 14.609 13.009
H 9.427 14.077 13.069
H 8.076 12.914 13.189
H 7.370 13.588 10.791
H 8.928 12.689 11.062
H 8.986 15.393 10.841
C 18.353 13.913 9.824
C 16.912 14.016 9.356
O 16.031 14.071 10.474
H 18.508 13.086 10.530
H 18.619 14.850 10.363
H 19.056 13.874 9.017
H 16.681 13.243 8.640
H 16.737 14.980 8.748
H 15.394 13.357 10.387
C 15.646 17.445 10.778
O 16.748 16.747 11.308
H 15.872 18.192 9.984
H 14.933 16.791 10.226
H 15.097 18.082 11.522
H 16.677 15.821 11.072
C 17.714 12.710 13.245
O 16.533 13.520 13.310
H 18.589 13.291 12.871
H 18.027 12.416 14.278
H 17.635 11.827 12.539
H 16.340 13.894 12.438
C 9.775 12.659 7.666
O 10.266 13.957 7.962
H 10.202 12.301 6.753
H 9.955 11.944 8.512
H 8.725 12.731 7.368
H 10.063 14.289 8.862
C 14.123 14.030 7.523
O 13.006 13.150 7.732
H 13.905 14.719 6.708
H 14.352 14.534 8.486
H 14.993 13.462 7.249
H 12.118 13.590 7.719


(4)
7
Properties=species:S:1:pos:R:3 method="wB97M-V/def2-TZVPD" energy_ha=-1572.93068 orbital_gap_ev=3.60 e_above_lowest_kj_mol=83.6 e_homo_ev=-13.34 largest_force_ev_per_a=2.0 total_charge=+1
Hg -1.712 -2.082 -3.616
Cl -0.392 -1.916 -1.582
C 0.485 0.807 0.925
Cl 0.790 -0.641 1.890
Cl -0.464 2.052 1.731
H 1.399 1.281 0.585
H -0.105 0.500 0.068


(5)
86
Properties=species:S:1:pos:R:3 method="wB97M-V/def2-TZVPD" energy_ha=-2586.20706 orbital_gap_ev=4.55 e_homo_ev=-6.06 largest_force_ev_per_a=2.6 total_charge=0
C -2.375 4.174 -5.253
C -2.581 3.040 -5.584
C -2.990 1.784 -6.249
C -2.093 0.949 -6.913
C -0.605 1.318 -6.975
C 0.243 0.746 -5.830
C 0.065 -0.606 -5.439
C 0.784 -1.232 -4.400
C 1.777 -0.481 -3.721
C 2.011 0.872 -4.111
C 3.131 1.627 -3.349
C 1.242 1.490 -5.138
C -2.658 -0.260 -7.571
C -1.763 -1.250 -8.329
C -1.776 -2.696 -7.774
C -2.356 -3.095 -6.559
C -4.012 -0.553 -7.542
Cl -4.702 -1.961 -8.378
C -4.987 0.281 -6.828
N -6.300 0.061 -6.758
S -6.800 1.350 -5.835
N -5.398 2.154 -5.572
C -4.413 1.467 -6.185
H -2.433 5.235 -5.033
H -0.518 2.426 -6.930
H -0.232 1.039 -7.984
H -0.683 -1.198 -5.982
H 0.558 -2.278 -4.143
H 2.352 -0.946 -2.905
H 3.759 2.145 -4.098
H 3.763 0.851 -2.873
H 2.730 2.293 -2.565
H 1.435 2.542 -5.410
H -0.704 -0.898 -8.325
H -2.067 -1.291 -9.400
H -1.324 -3.523 -8.387
H -3.394 -3.434 -6.457
H -1.677 -3.054 -5.683
C -2.134 0.414 1.161
O -1.391 0.915 2.259
C -0.639 -0.089 2.939
C 0.849 0.143 2.755
N 1.259 -0.138 1.380
C 2.622 0.286 1.073
C 2.920 1.787 1.109
O 2.258 2.528 0.096
C 0.947 2.954 0.432
H -2.760 1.222 0.784
H -1.473 0.083 0.354
H -2.782 -0.412 1.471
H -0.926 -1.098 2.625
H -0.875 0.007 4.004
H 1.400 -0.509 3.435
H 1.062 1.185 3.028
H 0.628 0.335 0.745
H 2.842 -0.072 0.063
H 3.314 -0.230 1.747
H 3.990 1.905 0.909
H 2.747 2.230 2.095
H 0.835 3.150 1.501
H 0.208 2.220 0.102
H 0.748 3.879 -0.111
C 0.472 0.404 10.081
O 1.484 -0.581 9.970
C 0.985 -1.915 10.039
C 1.161 -2.617 8.704
N 0.253 -2.072 7.699
C 0.528 -2.535 6.341
C 1.859 -2.119 5.709
O 1.968 -0.726 5.460
C 2.445 0.038 6.557
H 0.958 1.378 10.137
H -0.186 0.395 9.207
H -0.118 0.259 10.991
H -0.058 -1.945 10.369
H 1.585 -2.439 10.789
H 0.956 -3.685 8.829
H 2.209 -2.499 8.401
H 0.319 -1.062 7.712
H -0.276 -2.145 5.709
H 0.447 -3.626 6.316
H 1.909 -2.599 4.727
H 2.725 -2.486 6.269
H 3.141 -0.524 7.184
H 1.612 0.412 7.156
H 2.968 0.907 6.155


(6)
35
Properties=species:S:1:pos:R:3 method="wB97M-V/def2-TZVPD" energy_ha=-582.84301 orbital_gap_ev=11.10 e_above_lowest_kj_mol=8.3 e_homo_ev=-10.30 largest_force_ev_per_a=0.7 smiles="CCCCCC[C@@H](CCC)C(=O)O" total_charge=0
C 3.806 0.519 2.272
C 3.469 -0.058 0.903
C 3.058 1.005 -0.116
C 1.807 1.806 0.254
C 0.548 0.970 0.490
C 0.115 0.185 -0.746
C -1.237 -0.527 -0.542
C -2.423 0.435 -0.656
C -3.669 -0.060 0.080
C -4.213 -1.368 -0.479
C -1.318 -1.594 -1.609
O -1.667 -1.429 -2.747
O -0.890 -2.785 -1.160
H 4.186 -0.261 2.928
H 2.927 0.955 2.741
H 4.567 1.292 2.182
H 4.349 -0.577 0.513
H 2.676 -0.801 1.005
H 2.903 0.523 -1.084
H 3.884 1.710 -0.236
H 1.608 2.516 -0.554
H 2.009 2.389 1.154
H 0.713 0.277 1.317
H -0.254 1.648 0.790
H 0.875 -0.565 -0.973
H 0.035 0.853 -1.606
H -1.228 -1.022 0.433
H -2.652 0.569 -1.715
H -2.141 1.406 -0.247
H -4.442 0.709 0.001
H -3.436 -0.186 1.140
H -5.153 -1.625 0.004
H -3.514 -2.184 -0.312
H -4.387 -1.280 -1.549
H -0.908 -3.441 -1.875


(7)
44
Properties=species:S:1:pos:R:3 method="wB97M-V/def2-TZVPD" energy_ha=-1146.02569 orbital_gap_ev=8.52 e_above_lowest_kj_mol=122.8 e_homo_ev=-6.48 largest_force_ev_per_a=2.2 total_charge=-1
O -2.295 -2.051 -0.843
H -2.405 -1.434 -0.115
H 0.569 2.272 -3.623
O -2.449 0.565 2.144
H -1.761 0.651 1.478
H -2.146 0.093 2.914
O 1.039 1.437 -3.685
H 3.356 0.679 -2.665
H 4.336 1.209 3.164
O -1.359 3.399 2.431
H -0.912 3.022 1.639
H -2.159 2.894 2.555
O 1.823 3.829 0.616
H 1.659 3.548 1.524
H 1.098 0.931 0.603
O 0.380 -5.053 0.470
H -2.619 0.630 -1.732
H 0.941 -4.553 1.073
O 4.234 0.299 -2.542
H 1.186 3.197 0.183
H 4.405 0.436 -1.614
O -0.246 1.511 4.067
H 0.327 1.151 3.390
H -2.542 -1.480 -1.573
O -0.446 2.528 0.038
H -0.697 3.258 -0.521
H 3.406 0.507 4.024
O -2.114 0.670 -0.934
H -1.437 1.392 -0.835
O 1.197 -0.825 -2.425
H 0.624 -0.070 -2.367
H 1.044 -1.378 -3.184
O -1.091 -3.857 -2.938
H -1.081 -2.985 -3.345
H -1.631 -3.663 -2.158
O 0.746 0.101 0.321
H -0.092 0.190 -0.126
H -0.772 2.258 3.709
O 4.362 0.573 3.890
H 0.589 -4.581 -0.340
H 1.320 1.349 -4.600
O -2.709 -4.520 0.656
H -3.278 -4.170 1.329
H -2.400 -3.957 -0.054